[1]
Below is the molecule C18H15F5N6, with properties calculated with ωB97M-V/def2-TZVPD.

Last column: Mulliken charge in e.
Cartesian coordinates (Å):
F -5.210116 -5.706602 -0.691784  -0.30
C -4.063265 -5.115493 -1.139228  0.19
C -4.153487 -4.037902 -2.012182  -0.34
C -3.010021 -3.423900 -2.546363  -0.59
C -1.718380 -3.912441 -2.194752  0.73
C -0.486861 -3.302911 -2.788195  -1.47
N -0.002747 -2.207156 -1.956007  0.30
C 0.903057 -2.378573 -0.914910  -0.21
N 1.211451 -1.214080 -0.366463  -0.53
C 0.543477 -0.243003 -1.119749  0.09
C 0.623232 1.235484 -0.922147  -0.27
C 1.230677 1.691034 0.254981  0.34
C 1.300559 3.041969 0.500017  0.55
C 1.943565 3.611997 1.768814  -0.26
N 3.304472 3.134144 1.959894  -0.39
N 3.402509 2.036168 2.870085  -0.49
N 2.442417 2.528272 3.798128  -0.46
C 1.283573 3.085584 3.048170  -0.24
C 0.528585 4.186572 3.802677  0.70
F 1.392505 5.198413 4.069105  -0.25
F 0.116236 3.702866 5.025529  -0.27
F -0.478942 4.696449 3.077829  -0.24
C 0.671610 3.903504 -0.421399  -0.81
C 0.094189 3.384669 -1.580959  -0.49
N 0.089126 2.056381 -1.820302  -0.65
C -0.217032 -0.842283 -2.095806  -0.44
C -1.621603 -4.979815 -1.271349  0.27
F -0.394497 -5.399277 -0.855300  -0.30
C -2.809930 -5.578052 -0.769129  -0.41
H -5.136387 -3.656782 -2.289371  0.38
H -3.104806 -2.600040 -3.255977  0.36
H 0.329542 -4.063362 -2.820194  0.41
H -0.715911 -2.958584 -3.796873  0.51
H 1.294454 -3.337356 -0.549307  0.42
H 1.614923 0.958400 0.972207  0.50
H 1.927562 4.712813 1.756942  0.56
H 3.724790 2.937449 1.053365  0.37
H 3.147256 1.105580 2.450521  0.33
H 2.833234 3.257777 4.420550  0.38
H 0.598737 2.241329 2.789507  0.40
H 0.644692 5.012910 -0.294403  0.32
H -0.446428 4.034940 -2.250648  0.41
H -0.893555 -0.373184 -2.785421  0.43
H -2.732461 -6.423908 -0.110103  0.45

Cartesian forces (eV/Å) of the 6 atoms listed first:
F 1.147 0.396 -0.215
C 0.473 0.452 -0.536
C -0.286 0.700 -0.422
C 0.548 -1.433 0.913
C -0.863 -0.550 0.342
C 0.478 -0.443 0.391

Summary:
- electronic energy (eV) = -41435.7253
- energy above the lowest of the compared OMol25 structures with the same formula, charge and spin (kcal per mole) = 2.85
- SMILES string = Fc1ccc(Cn2cnc(-c3cc([C@@H]4NNN[C@H]4C(F)(F)F)ccn3)c2)c(F)c1
- charge = 0
- frontier orbital gap (eV) = 9.0

[2]
Below is a structure of composition C14H36NO10PSSi2, with properties calculated with ωB97M-V/def2-TZVPD.

Last column: Mulliken charge in e.
Cartesian coordinates (Å):
C 4.021068 -5.856952 2.304515  -1.11
C 3.562598 -4.318840 2.073798  -0.09
O 3.336737 -4.162019 0.657347  -0.36
C 2.233279 -3.220348 0.402452  -0.50
Si 2.903805 -1.478448 0.825789  0.31
O 1.917372 -0.162541 0.296389  -0.24
Si 0.355946 -0.127127 1.040543  0.19
C -0.779873 -1.604727 0.606887  -0.22
C -2.293157 -1.141090 1.033849  -0.44
C -2.970220 -2.348132 1.839334  -0.94
C -3.695436 -3.374340 0.822550  0.66
O -3.939707 -3.081365 -0.363341  -0.52
O -4.127100 -4.649382 1.275462  -0.48
C 0.366804 0.064943 2.950129  -0.34
O 1.626584 0.518927 3.523557  -0.14
N 1.446155 1.730304 4.169846  0.17
O 1.985339 1.590107 5.232766  -0.34
P 4.868674 -1.211590 -0.227693  0.56
O 4.573298 -0.815822 -1.880671  -0.55
O 5.819290 -2.618041 -0.230918  -0.51
S 5.912724 0.262538 0.514241  -0.42
H 4.665911 -5.849771 3.250264  0.32
H 4.624484 -6.243931 1.417567  0.29
H 3.116680 -6.507824 2.528395  0.27
H 4.402249 -3.676348 2.499299  0.19
H 2.639580 -4.151452 2.723851  0.26
H 1.379910 -3.573858 1.085642  0.37
H 1.838832 -3.297111 -0.667736  0.32
H 3.209457 -1.279128 2.253532  -0.10
H -0.326010 1.075880 0.506907  -0.13
H -0.745996 -1.895133 -0.508473  0.32
H -0.578591 -2.551156 1.216276  0.05
H -2.168824 -0.283851 1.794108  0.25
H -2.867847 -0.828025 0.101590  0.35
H -3.790177 -1.946727 2.544436  0.40
H -2.240773 -2.909808 2.529476  0.43
H -3.954879 -4.634327 2.249201  0.34
H -0.041021 -0.898377 3.425441  0.27
H -0.414604 0.877282 3.205548  0.43
H 4.874674 0.117319 -1.986614  0.32
H 6.445033 -2.634714 0.525634  0.34
C -0.640408 5.649455 -1.883576  -1.24
C -0.903431 4.540931 -0.877377  0.53
C -0.259260 4.847991 0.465729  -1.37
O -0.386402 3.309974 -1.381123  -0.44
H 0.433326 5.766064 -2.063945  0.33
H -1.099190 5.409947 -2.846145  0.23
H -1.040869 6.604012 -1.533072  0.40
H -1.981157 4.411183 -0.747177  0.23
H 0.827439 4.936968 0.366359  0.35
H -0.446686 4.037833 1.175747  0.27
H -0.648127 5.778691 0.886497  0.40
H 0.567138 3.413467 -1.500355  0.29
C -2.293705 1.934331 -3.575028  -0.80
C -3.693451 2.520138 -3.475518  0.40
C -4.550606 2.114373 -4.664416  -1.39
O -3.608953 3.943715 -3.415303  -0.54
H -1.782461 2.294873 -4.473978  0.34
H -1.686643 2.244089 -2.719633  -0.02
H -2.324485 0.841682 -3.605819  0.38
H -4.167479 2.183666 -2.549293  0.25
H -4.117668 2.481215 -5.600723  0.35
H -5.549539 2.551659 -4.585002  0.33
H -4.648584 1.027715 -4.727812  0.37
H -3.191069 4.251036 -4.230209  0.35

Cartesian forces (eV/Å) of the 6 atoms listed first:
C -0.056 0.911 0.629
C 0.795 -2.023 0.765
O -1.055 1.013 0.742
C -0.733 -0.856 0.440
Si -1.201 0.918 -0.932
O -0.553 -1.995 1.776

Summary:
- electronic energy (eV) = -72944.7802
- energy above the lowest of the compared OMol25 structures with the same formula, charge and spin (kcal per mole) = 0.00
- charge = 0
- frontier orbital gap (eV) = 8.6

[3]
Below is the molecule CH2BrCl, with properties calculated with ωB97M-V/def2-TZVPD.

Last column: Mulliken charge in e.
Cartesian coordinates (Å):
Cl -0.417970 -1.672469 -0.000971  -0.12
C -0.207965 0.072944 0.041173  -0.34
Br 1.758172 0.597266 -0.001043  -0.11
H -0.614882 0.324722 0.927951  0.29
H -0.517353 0.677536 -0.967109  0.28

Atomic forces in eV per Å
Cl 0.028 0.135 -0.477
C 2.147 0.536 -5.325
Br -1.079 -0.386 0.374
H -1.184 1.637 2.576
H 0.088 -1.922 2.851

Summary:
- electronic energy (eV) = -83633.6366
- energy above the lowest of the compared OMol25 structures with the same formula, charge and spin (kcal per mole) = 9.15
- SMILES string = ClCBr
- charge = 0
- frontier orbital gap (eV) = 11.0

[4]
Below is a structure of composition C18H38GeN2O4Pt, with properties calculated with ωB97M-V/def2-TZVPD.

Last column: Mulliken charge in e.
Cartesian coordinates (Å):
Pt 0.446505 0.823184 -0.179116  0.68
C 2.673805 5.324484 -0.045516  -0.92
N 3.424305 4.139684 0.329284  0.06
C 4.748805 4.442484 0.828384  -0.94
C 2.921405 2.931884 0.142084  0.81
O 1.759705 2.758884 -0.279816  -0.78
C 3.791405 1.704684 0.405784  -0.91
O 2.964205 0.579484 0.226784  -0.19
C 3.611105 -0.656616 0.413484  -0.97
C 2.546905 -1.734516 0.252484  0.62
O 1.380805 -1.379016 -0.029716  -0.64
N 2.886105 -2.999916 0.401384  0.07
C 1.923405 -4.060116 0.163784  -0.82
C 4.209805 -3.485216 0.728484  -0.97
H 2.576505 5.996784 0.807384  0.34
H 1.690405 5.039584 -0.406816  0.17
H 3.204605 5.858984 -0.833016  0.37
H 4.666805 5.200184 1.608584  0.35
H 5.367605 4.858984 0.033784  0.36
H 5.244905 3.573984 1.243484  0.33
H 4.195105 1.716484 1.427584  0.42
H 4.622505 1.691584 -0.315216  0.43
H 4.053705 -0.705816 1.417984  0.43
H 4.394505 -0.797916 -0.345316  0.44
H 0.970005 -3.628716 -0.132116  0.06
H 1.792605 -4.653316 1.071284  0.35
H 2.289405 -4.711416 -0.631816  0.37
H 4.831705 -2.720016 1.181884  0.37
H 4.709605 -3.863616 -0.164816  0.36
H 4.110905 -4.310516 1.432384  0.35
C -0.972895 3.391584 -0.514916  -1.22
C -1.111295 2.063984 0.141584  0.72
O -1.996095 1.736184 0.865384  -0.34
H -1.964995 3.735084 -0.819816  0.43
H -0.285495 3.395984 -1.358016  0.37
H -0.601695 4.070684 0.256184  0.35
C -4.553095 -4.103916 1.647884  -1.38
C -3.183295 -3.446816 1.588284  -0.15
C -3.283595 -1.934016 1.644884  -0.64
C -1.966195 -1.200916 1.643884  -0.83
Ge -1.202395 -1.037516 -0.297816  0.93
C -2.097495 -0.803116 -2.154016  -0.99
C -2.443895 0.576684 -2.657616  -0.55
C -3.695995 1.195184 -2.035816  0.08
C -4.965795 0.390184 -2.284016  -1.49
H -4.472695 -5.186916 1.606884  0.39
H -5.175295 -3.777916 0.815684  0.33
H -5.063695 -3.835116 2.572384  0.34
H -2.684295 -3.744816 0.657984  0.22
H -2.563995 -3.812116 2.409984  0.33
H -3.796095 -1.664416 2.578984  0.50
H -3.935995 -1.572816 0.844884  0.17
H -1.208195 -1.729116 2.222184  0.53
H -2.077895 -0.189116 2.019384  0.53
H -0.914195 -2.551416 -0.511716  -0.40
H -2.972095 -1.450116 -2.123316  0.55
H -1.362495 -1.270616 -2.810516  0.49
H -2.603095 0.492784 -3.741016  0.57
H -1.585495 1.248184 -2.514216  0.10
H -3.822695 2.192084 -2.463016  0.40
H -3.559395 1.305484 -0.955616  0.00
H -5.106695 0.188684 -3.342116  0.38
H -5.826795 0.950784 -1.933116  0.41
H -4.953795 -0.557416 -1.752816  0.30

Cartesian forces (eV/Å) of the 6 atoms listed first:
Pt -0.554 0.939 0.769
C -0.409 0.259 -0.166
N -0.217 -0.133 -0.072
C 0.462 0.027 0.118
C 0.328 -0.314 0.114
O -0.689 -0.334 -0.130

Summary:
- electronic energy (eV) = -90197.3613
- energy above the lowest of the compared OMol25 structures with the same formula, charge and spin (kcal per mole) = 60.04
- charge = +2
- frontier orbital gap (alpha / beta) (eV) = 5.6 / 5.6